*P*
Computed, not measured: 3 unconnected molecules or ions with the total composition C7H17NO2, with ωB97M-V with the def2-TZVPD basis set.

XYZ file:
```
27
Properties=species:S:1:pos:R:3
O 1.534 -1.290 -1.095
O -1.210 -1.503 -0.464
N -0.325 0.225 1.642
C 2.212 0.541 0.192
C -2.001 -0.599 3.128
C -0.683 1.617 -1.278
C 2.360 0.632 -2.335
C -1.977 -1.364 0.707
C -1.294 -0.552 1.803
C 2.001 -0.005 -1.032
H -0.669 1.515 -0.170
H -1.592 2.167 -1.506
H -2.232 -2.356 1.112
H -2.914 -0.874 0.421
H -3.052 -0.333 3.013
H -1.525 0.089 3.820
H 0.162 2.193 -1.628
H -1.965 -1.610 3.536
H 0.470 0.163 0.809
H -0.773 0.643 -1.742
H 2.614 1.677 -2.200
H 1.531 0.564 -3.039
H 2.383 -0.093 1.051
H -0.279 -1.557 -0.209
H 1.311 -1.508 -2.010
H 2.698 1.501 0.245
H 3.217 0.117 -2.773
```

Output
SMILES ... [H]/N=C(/C)CO.C=C(C)O.C
Net charge ... 0
HOMO ... -0.314 hartree
HOMO-LUMO gap ... 0.339 hartree

*Q*
Computed, not measured: a molecular structure, C7H17NO2, with ωB97M-V with the def2-TZVPD basis set.

XYZ file:
```
27
Properties=species:S:1:pos:R:3
O -1.105 1.677 -0.350
O -3.332 0.116 -0.605
N 1.381 2.053 0.140
C -0.186 -0.379 1.644
C -0.621 -0.636 0.217
C -0.197 -1.997 -0.302
C 2.549 0.020 -0.689
C -0.598 0.450 -0.734
C -2.582 -0.667 0.274
C 1.354 0.933 -0.815
H 0.876 -2.156 -0.176
H 1.639 1.723 1.068
H 3.503 0.549 -0.849
H -0.300 2.172 0.057
H -2.766 -0.388 1.315
H -0.682 -2.796 0.268
H -3.043 1.039 -0.474
H 2.625 -0.428 0.309
H -2.869 -1.709 0.132
H -0.445 -2.124 -1.358
H -0.875 0.177 -1.753
H -0.516 0.601 1.993
H 1.327 1.371 -1.817
H 0.900 -0.435 1.746
H 2.069 2.762 -0.123
H 2.505 -0.785 -1.427
H -0.611 -1.140 2.307
```

Output
Net charge ... 0
HOMO ... -0.284 hartree
HOMO-LUMO gap ... 0.313 hartree

Winner for stability: *P*

*P*
Computed, not measured: 3 unconnected molecules or ions with the total composition C7H17NO2, with ωB97M-V with the def2-TZVPD basis set.

XYZ file:
```
27
Properties=species:S:1:pos:R:3
O -1.999 -2.016 -0.136
O -3.025 0.310 -1.925
N -0.296 -1.237 -2.199
C 2.210 -0.340 1.804
C -0.123 0.341 1.983
C 0.808 -0.541 -1.505
C 1.318 1.416 -0.046
C -0.124 1.024 3.154
C 1.186 0.353 1.301
C 0.342 0.944 -1.054
H 3.259 -0.233 1.364
H 1.255 2.421 0.459
H 0.899 1.242 3.574
H 0.319 1.495 -2.035
H 1.556 -0.212 -2.287
H 1.913 -0.959 2.704
H -1.949 -1.656 0.770
H -2.066 -0.111 -2.164
H 1.184 -1.197 -0.730
H -0.013 -1.779 -3.024
H -2.621 -2.160 -0.794
H -0.648 1.025 -0.669
H -0.919 -1.927 -1.577
H -0.897 0.034 1.405
H 2.376 1.192 -0.353
H -0.935 1.318 3.843
H -3.009 1.251 -1.861
```

Output
SMILES ... C=CC(=C)CCCN.O.O
Net charge ... 0
HOMO ... -0.331 hartree
HOMO-LUMO gap ... 0.359 hartree

*Q*
Computed, not measured: C7H17NO2 in the gas phase, with ωB97M-V with the def2-TZVPD basis set.

XYZ file:
```
27
Properties=species:S:1:pos:R:3
O -1.324 -1.421 -1.013
O -0.352 0.585 -2.754
N 0.718 1.337 0.286
C 0.413 -1.139 1.447
C 1.427 -0.609 2.443
C 0.337 0.005 -0.002
C -1.311 0.989 -1.778
C -1.324 2.487 -1.575
C -1.059 -0.229 -0.369
C 0.809 -2.500 0.911
H 0.916 -3.240 1.708
H -1.580 2.999 -2.509
H -0.568 -1.201 1.927
H -0.919 -1.344 -1.899
H 1.698 1.424 0.517
H 0.170 1.741 1.035
H -1.803 -0.002 0.394
H -0.355 2.903 -1.298
H 2.392 -0.431 1.963
H 1.094 0.319 2.912
H 0.071 -2.879 0.206
H 1.781 -2.444 0.416
H -2.280 0.673 -2.177
H -2.082 2.759 -0.842
H 1.596 -1.325 3.253
H 1.039 -0.426 -0.718
H 0.496 0.969 -2.484
```

Output
SMILES ... CC(C)[C@H](N)[C@H](O)[C@@H](C)O
Net charge ... 0
HOMO ... -0.293 hartree
HOMO-LUMO gap ... 0.325 hartree

Winner for stability: *Q*

*P*
Computed, not measured: CH3NOSi in the gas phase, with ωB97M-V with the def2-TZVPD basis set.

XYZ file:
```
7
Properties=species:S:1:pos:R:3
Si 0.538 -0.451 -0.112
O 1.270 1.040 -0.094
N -2.689 -0.058 0.133
C -1.521 -0.146 0.075
H 0.765 -1.103 1.094
H 0.962 -0.941 -1.384
H 0.676 1.658 0.288
```

Output
SMILES ... N#C[SiH2]O
Net charge ... 0
HOMO ... -0.439 hartree
HOMO-LUMO gap ... 0.446 hartree

*Q*
Computed, not measured: 2 unconnected molecules or ions with the total composition CH3NOSi, with ωB97M-V with the def2-TZVPD basis set.

XYZ file:
```
7
Properties=species:S:1:pos:R:3
Si -1.360 0.302 -0.434
O -1.155 -0.730 0.677
N 2.253 -0.142 -0.574
C 1.418 -0.439 0.125
H -2.211 0.147 -1.387
H 1.687 -0.569 1.408
H -0.632 1.431 0.184
```

Output
SMILES ... O=[SiH2].C#N
Net charge ... 0
HOMO ... -0.377 hartree
HOMO-LUMO gap ... 0.355 hartree

Winner for stability: *P*

*P*
Computed, not measured: a molecular structure, C49H43Cl4N8O5RbS, with ωB97M-V with the def2-TZVPD basis set.

XYZ file:
```
111
Properties=species:S:1:pos:R:3
Rb -0.506 -1.281 -0.326
Cl -1.971 -8.765 -2.382
Cl 1.100 5.196 -6.335
Cl -4.888 -8.113 -1.186
Cl -0.344 5.414 -1.106
S 2.572 0.506 -0.159
O 1.258 2.244 -2.796
O 0.129 1.275 -1.128
O 1.779 -0.449 0.693
O 1.284 -5.396 -0.304
O -2.964 -1.879 -0.922
N -1.303 0.396 2.341
N -2.094 -1.007 4.057
N -0.327 4.196 -3.963
N -3.074 -3.713 0.524
N 1.212 -2.451 -2.291
N -0.535 -4.082 -0.926
N -4.227 -0.563 1.229
N -1.794 -2.039 3.084
C 1.004 6.021 -4.808
C 5.246 0.718 -0.840
C 2.551 2.114 0.693
C 0.106 -5.186 3.141
C -4.248 3.314 -2.782
C 2.286 2.013 2.191
C 0.691 -5.152 4.404
C -2.318 -7.242 -1.588
C -3.916 4.597 -3.192
C 3.950 -2.741 -1.966
C 0.295 6.135 -2.546
C -3.271 2.328 -2.795
C -3.236 -2.240 2.765
C -0.422 -3.055 4.846
C 0.279 5.434 -3.762
C -3.571 -6.965 -1.076
C -1.223 2.767 2.614
C 1.700 -3.372 -1.454
C -1.633 3.903 -3.558
C -0.737 -4.171 2.731
C 0.906 7.372 -2.417
C 2.069 -1.688 -2.965
C 3.525 1.982 3.081
C 3.445 -1.802 -2.854
C 4.307 0.072 0.166
C -3.124 -2.452 0.167
C -2.621 4.885 -3.586
C 0.740 -4.394 -0.807
C -3.781 -5.757 -0.436
C -4.499 -0.206 3.637
C -1.310 -6.305 -1.476
C -0.962 1.464 -3.219
C -1.659 2.635 3.927
C -1.965 2.590 -3.188
C -1.009 -3.102 3.587
C 3.069 -3.533 -1.255
C -3.575 -1.328 3.946
C -1.742 0.284 3.576
C 0.423 -4.084 5.245
C 1.646 7.240 -4.688
C 0.256 1.680 -2.301
C 6.708 0.487 -0.478
C -2.788 -4.791 -0.312
C -1.509 -5.057 -0.872
C -1.910 1.374 4.430
C 1.577 7.931 -3.490
C -1.042 1.614 1.866
C -3.559 -1.636 1.401
C -4.752 0.092 2.363
H 5.048 1.791 -0.912
H -0.613 -2.206 5.489
H 7.380 0.934 -1.211
H 1.366 -5.939 4.716
H 3.254 2.189 4.118
H -1.798 3.508 4.554
H 0.882 7.864 -1.455
H -0.330 -6.537 -1.868
H -4.665 5.380 -3.205
H 4.090 -1.168 -3.448
H 5.022 -2.857 -1.836
H 6.931 -0.580 -0.427
H 5.036 0.315 -1.833
H -1.167 -4.176 1.742
H -1.479 0.558 -2.902
H -1.020 3.734 2.175
H 1.661 2.865 2.475
H -0.695 1.645 0.839
H -3.560 -3.279 2.791
H 2.067 8.890 -3.385
H -4.746 -5.553 0.008
H 2.183 7.637 -5.537
H 4.014 1.008 3.070
H 6.942 0.917 0.498
H -0.603 1.314 -4.243
H -2.356 5.887 -3.907
H 4.574 0.334 1.189
H 1.632 -0.955 -3.635
H 3.503 2.597 0.466
H 4.318 -1.015 0.077
H -4.951 0.370 4.434
H -3.864 -1.877 4.845
H 1.683 1.121 2.374
H -5.252 3.077 -2.457
H 4.261 2.731 2.776
H 0.351 3.412 -3.914
H 1.762 2.660 0.179
H 0.335 -5.979 2.442
H 0.887 -4.035 6.225
H 3.388 -4.302 -0.567
H -3.515 1.322 -2.475
H -2.239 1.215 5.448
H -5.417 0.912 2.116
```

Output
Net charge ... -2
HOMO ... -0.070 hartree
HOMO-LUMO gap ... 0.197 hartree

*Q*
Computed, not measured: a molecular structure, C49H43Cl4N8O5RbS, with ωB97M-V with the def2-TZVPD basis set.

XYZ file:
```
111
Properties=species:S:1:pos:R:3
Rb 1.284 -0.331 0.239
Cl -4.906 -2.974 -0.048
Cl 5.629 -6.596 -0.403
Cl 5.620 -6.112 2.790
Cl -6.488 0.073 -4.260
S -1.270 1.264 1.583
O 2.008 -2.526 3.747
O -0.079 0.516 2.118
O -3.170 0.203 -1.642
O -1.428 -0.500 -0.416
O 2.066 -3.478 -2.395
N 2.652 0.058 -2.530
N 3.081 2.640 -0.225
N -4.506 -1.552 -2.759
N 3.173 -2.093 -0.878
N 2.769 3.582 -0.913
N 3.149 -1.688 1.893
N 2.982 0.823 2.941
N 0.541 2.698 -1.025
C -2.180 -0.014 4.702
C -3.756 -2.741 -2.851
C 2.367 -1.185 -2.940
C 1.912 -1.450 -4.233
C -0.746 2.864 -1.346
C 2.544 -2.380 -1.995
C 4.497 2.419 -0.142
C -2.239 3.818 2.027
C -2.254 -5.088 -2.996
C 7.183 1.816 0.119
C -3.636 -5.139 -3.131
C -2.363 -2.673 -2.761
C -1.273 4.092 -1.728
C 2.495 1.059 -3.401
C -8.394 -1.396 -1.090
C -7.402 -2.115 -0.445
C 2.413 -0.188 3.600
C 5.452 3.379 -0.475
C 0.916 5.004 -1.453
C -5.783 -1.525 -2.176
C -1.630 -3.857 -2.819
C 1.347 3.741 -1.095
C -0.424 5.184 -1.763
C -6.814 -0.789 -2.782
C 1.761 -0.404 -5.125
C -2.396 -0.606 3.311
C 2.523 -1.616 3.050
C -4.381 -3.968 -3.068
C 4.871 -4.973 1.681
C 6.794 3.078 -0.338
C 4.878 1.170 0.328
C 6.229 0.867 0.444
C 4.256 -3.842 2.196
C 4.269 -4.251 -0.519
C -6.118 -2.156 -0.969
C -1.652 -1.342 -2.647
C -2.741 0.401 2.220
C 1.745 0.003 4.810
C -1.353 2.741 2.640
C -8.096 -0.715 -2.258
C 4.876 -5.180 0.312
C -2.279 5.081 2.884
C -2.115 -0.476 -1.468
C 3.667 -3.091 -0.030
C 2.060 0.886 -4.704
C 3.655 -2.880 1.377
C 1.670 1.275 5.343
C 2.262 2.332 4.658
C 2.902 2.049 3.462
H 7.541 3.822 -0.585
H -1.382 1.981 -1.289
H -9.396 -1.357 -0.675
H -0.793 6.160 -2.049
H -5.462 -3.999 -3.163
H -7.601 -2.627 0.490
H -2.699 4.872 3.874
H -0.543 -3.815 -2.729
H 1.296 -0.862 5.278
H -1.678 2.468 3.647
H -2.065 -0.810 5.444
H 1.631 5.816 -1.491
H -2.887 5.860 2.416
H -0.305 3.057 2.685
H -3.258 3.434 1.895
H 4.259 -4.424 -1.586
H 1.407 -0.587 -6.134
H 1.683 -2.476 -4.488
H 2.730 2.056 -3.035
H -3.025 0.616 5.009
H 1.951 1.739 -5.364
H 2.229 3.345 5.040
H -3.200 -1.346 3.338
H -3.953 -0.742 -2.471
H -1.870 4.064 1.027
H 6.520 -0.116 0.796
H -1.270 5.482 3.030
H 4.130 0.434 0.592
H 5.125 4.349 -0.826
H 8.235 1.581 0.226
H -0.585 -1.524 -2.556
H -3.455 1.169 2.539
H 4.234 -3.690 3.268
H -8.849 -0.136 -2.777
H 1.148 1.451 6.280
H -1.828 -0.759 -3.557
H 3.370 2.846 2.884
H -1.489 -1.135 3.016
H -2.320 4.175 -1.990
H -1.656 -5.993 -3.030
H -1.266 0.586 4.731
H -3.136 -0.107 1.337
H -4.141 -6.088 -3.283
```

Output
Net charge ... -2
HOMO ... -0.060 hartree
HOMO-LUMO gap ... 0.183 hartree

Winner for stability: *Q*